(1)
ORCA calculation (ωB97M-V/def2-TZVPD) on 15 unconnected molecules or ions with the total composition C65H70N12O28 in a non-equilibrium geometry.

Computed properties:
F_max	3.96	eV/Å
E_HOMO	-9.940	eV
DFT total energy	-5281.821006	a.u.
molar mass	1467.3	Da
charge	0

```
175
Properties=species:S:1:pos:R:3:lowdin_charge:R:1
N -1.9373 2.0549 2.3217 0.254
H -2.2384 2.8648 1.7493 0.074
H -1.3194 1.5275 1.6464 0.069
H -2.7030 1.5050 2.6212 0.025
H -1.2965 2.4481 3.0608 0.050
N -0.0595 -0.3580 0.5595 -0.508
O 0.0689 -1.3140 -0.2628 -0.039
O 0.4932 -0.3621 1.6796 -0.034
O -0.7458 0.7070 0.2858 -0.094
C -0.7944 6.3793 -1.6560 -0.062
C -1.2870 7.4352 -0.5926 -0.050
O -1.9491 6.5439 0.3928 0.071
C -1.6629 5.2598 0.1345 -0.540
O -2.0034 4.3421 0.8775 0.083
O -0.8711 5.1046 -0.9267 0.041
H 0.2216 6.5387 -2.0524 0.128
H -1.5976 6.3512 -2.4013 0.132
H -1.9597 8.1158 -1.1082 0.125
H -0.4430 7.9467 -0.1573 0.101
C -1.4854 -3.9591 -0.0406 -0.092
C -1.8103 -3.0606 1.1725 -0.078
O -3.1876 -3.3870 1.4456 0.041
C -3.6229 -4.3060 0.5897 -0.673
O -4.7132 -4.7151 0.5942 0.182
O -2.7064 -4.6375 -0.2963 0.069
H -0.7408 -4.7264 0.2099 0.137
H -1.3140 -3.4980 -0.9964 0.102
H -1.7687 -1.9981 0.8902 0.096
H -1.2269 -3.2050 2.0883 0.123
C 1.2115 1.9569 -3.8345 -0.049
C 0.4324 2.8144 -2.8437 -0.121
O 0.9462 4.1372 -2.9502 0.049
C 1.8333 4.1501 -3.9859 -0.632
O 2.4250 5.0820 -4.4393 0.149
O 1.9703 2.9996 -4.5578 0.084
H 0.5545 1.4218 -4.5173 0.110
H 1.9870 1.3059 -3.4225 0.116
H 0.4970 2.5530 -1.8006 0.102
H -0.6473 2.7384 -2.9728 0.106
C -6.9443 -0.1351 3.9769 -0.099
C -6.6215 -1.6109 4.1663 -0.198
C -5.4241 -2.1630 3.2647 -0.123
C -4.5791 -1.0492 2.9467 -0.248
N -3.8838 -0.1641 2.6178 0.210
H -6.9439 0.0563 2.9267 0.052
H -6.2498 0.5002 4.4864 0.068
H -7.9236 0.1371 4.3934 0.085
H -7.5055 -2.1948 3.9659 0.103
H -6.3438 -1.7657 5.1673 0.080
H -5.7505 -2.4865 2.2577 0.122
H -4.8506 -2.9212 3.7803 0.112
C 0.1848 6.7394 4.4265 -0.100
C -0.7847 5.9161 5.3280 -0.217
C -0.0868 4.6380 5.9229 -0.155
C -0.0188 3.5395 4.9599 -0.170
N 0.0676 2.7539 4.1396 0.176
H 1.0501 7.1194 4.9781 0.068
H -0.2741 7.6661 4.0375 0.073
H 0.5779 6.0575 3.5867 0.088
H -1.6728 5.6238 4.7716 0.106
H -1.0039 6.5588 6.1455 0.089
H -0.6179 4.2313 6.8286 0.142
H 0.9117 4.8623 6.2652 0.098
C 4.4451 -0.2321 3.3071 -0.027
C 5.2721 -0.0384 4.4418 -0.050
C 4.8637 0.5708 5.5966 -0.006
C 3.6284 1.1689 5.4886 -0.148
C 2.7406 1.0239 4.4194 -0.013
C 3.1621 0.2490 3.3591 -0.070
N 3.1671 1.9548 6.6510 -0.304
O 2.3673 2.9166 6.4086 0.018
O 3.6282 1.7530 7.7454 0.099
H 4.7534 -0.7714 2.4467 0.078
H 6.2502 -0.4341 4.3862 0.096
H 5.4564 0.7557 6.4949 0.131
H 1.7693 1.4696 4.4138 0.055
H 2.4340 0.2232 2.5409 0.085
C 0.8576 -3.2593 5.0979 -0.044
C -0.4617 -3.7623 4.9972 -0.060
C -1.4859 -2.8291 5.1110 -0.034
C -1.2507 -1.4779 5.2371 -0.128
C 0.0462 -0.9531 5.3159 0.015
C 1.1135 -1.8553 5.2727 -0.038
N -2.4266 -0.5820 5.3405 -0.342
O -2.2509 0.6202 5.3087 0.064
O -3.4882 -1.1194 5.5496 0.064
H 1.7263 -3.8788 5.1435 0.090
H -0.7504 -4.8337 4.8998 0.123
H -2.4748 -3.2218 5.0143 0.107
H 0.1738 0.1157 5.3885 0.095
H 2.1499 -1.5765 5.4335 0.099
C -1.3082 -1.3579 -4.6350 -0.046
C -0.9783 -0.7780 -3.4321 -0.100
C -1.6841 0.3314 -2.9900 -0.051
C -2.7498 0.8370 -3.7095 -0.144
C -3.1986 0.2497 -4.8742 0.008
C -2.4091 -0.7981 -5.4255 -0.002
N -3.6424 1.9155 -3.1937 -0.338
O -3.2692 2.5741 -2.2222 0.060
O -4.6544 2.1747 -3.7874 0.088
H -0.6859 -2.1590 -5.0157 0.085
H -0.0791 -1.0565 -2.8404 0.115
H -1.4455 0.6948 -1.9970 0.094
H -4.1285 0.5363 -5.3146 0.112
H -2.7100 -1.2299 -6.3434 0.086
C 0.6179 -5.1302 -4.7618 -0.054
C 0.8359 -4.3356 -3.6463 -0.056
C 2.1036 -4.1239 -3.1437 0.008
C 3.1316 -4.7683 -3.7374 -0.154
C 2.9364 -5.4867 -4.9338 -0.003
C 1.6712 -5.7142 -5.4002 -0.068
N 4.4746 -4.6395 -3.1879 -0.335
O 4.5485 -4.2097 -2.0584 0.085
O 5.4198 -5.0417 -3.8426 0.083
H -0.3646 -5.0631 -5.1690 0.109
H 0.0419 -3.8060 -3.2592 0.065
H 2.1851 -3.5185 -2.2492 0.123
H 3.8182 -5.9897 -5.2881 0.122
H 1.4631 -6.2433 -6.3061 0.112
C 3.7387 -3.5369 1.5684 -0.050
C 5.0530 -3.5018 1.1235 -0.066
C 5.4801 -2.5269 0.2130 0.002
C 4.5321 -1.6133 -0.3085 -0.157
C 3.2682 -1.5852 0.1765 -0.046
C 2.9241 -2.4889 1.1529 -0.081
N 4.8896 -0.7364 -1.4467 -0.331
O 3.9261 -0.2941 -2.0600 0.014
O 6.0332 -0.5335 -1.6972 0.126
H 3.3770 -4.3566 2.1687 0.107
H 5.6296 -4.3297 1.4285 0.097
H 6.4705 -2.6101 -0.1524 0.109
H 2.5188 -0.8507 -0.2457 0.113
H 1.8955 -2.4230 1.5317 0.098
C 3.7106 -1.0114 -5.3613 -0.062
C 2.5295 -0.8601 -6.0683 -0.068
C 2.0754 -1.7301 -7.0421 0.018
C 2.8774 -2.9031 -7.2573 -0.132
C 4.0423 -3.0659 -6.5910 -0.024
C 4.4642 -2.1233 -5.6250 -0.050
N 2.3616 -3.8599 -8.3142 -0.314
O 1.2513 -3.5668 -8.7863 0.044
O 2.9057 -4.9421 -8.4554 0.073
H 3.9778 -0.2555 -4.6459 0.095
H 1.8958 -0.0357 -5.7403 0.091
H 1.1625 -1.6482 -7.6099 0.109
H 4.6109 -3.9578 -6.8213 0.123
H 5.3960 -2.2937 -5.1456 0.103
C -4.2804 -0.7002 -0.4109 -0.072
C -4.0291 -1.7869 -1.2415 -0.078
C -5.0187 -2.6329 -1.6124 -0.024
C -6.3195 -2.3823 -1.2905 -0.150
C -6.5786 -1.3587 -0.4191 0.013
C -5.5528 -0.5255 0.0619 -0.079
N -7.4788 -3.0934 -1.8333 -0.328
O -8.6206 -2.7548 -1.6149 0.087
O -7.1825 -3.9441 -2.6818 0.065
H -3.3838 -0.0302 -0.1151 0.129
H -3.0130 -1.9350 -1.5862 0.103
H -4.7381 -3.3770 -2.3493 0.137
H -7.5599 -1.2257 -0.0077 0.117
H -5.7468 0.2691 0.7467 0.090
C 2.8523 2.1033 -0.5658 -0.051
C 3.6846 2.8963 -1.3975 -0.035
C 3.6701 4.2897 -1.2043 -0.004
C 2.8055 4.8959 -0.3144 -0.144
C 1.9068 4.1468 0.4518 0.011
C 1.9815 2.7602 0.3160 -0.061
N 2.7009 6.3561 -0.1908 -0.311
O 1.6238 6.8332 0.1359 0.054
O 3.7210 7.0215 -0.3797 0.093
H 2.9383 1.0016 -0.6574 0.074
H 4.4230 2.5249 -2.1130 0.118
H 4.3222 4.9470 -1.7571 0.124
H 1.2337 4.6832 1.0773 0.102
H 1.4229 2.1328 1.0739 0.110
```

=====

(2)
ORCA calculation (ωB97M-V/def2-TZVPD) on a molecular structure, C65H74F9InN2O3P in a non-equilibrium geometry.

Computed properties:
F_max	2.37	eV/Å
E_HOMO	-3.621	eV
DFT total energy	-4286.687277	a.u.
molar mass	1248.1	Da
charge	-1

```
155
Properties=species:S:1:pos:R:3:lowdin_charge:R:1
C 1.4103 1.3652 -1.1042 -0.119
O 0.5450 0.3860 -1.6940 -0.187
C 0.0194 1.0233 -2.8848 -0.218
C -0.6863 0.1045 -3.9263 -0.146
C -2.2735 0.2203 -3.9375 -0.160
C -2.6986 0.5052 -5.4072 -0.173
C -4.0224 1.3626 -5.6466 -0.191
C -4.9134 1.6074 -4.4169 -0.208
C -4.5548 2.7635 -3.4603 -0.370
C -3.8921 4.0550 -3.9671 -0.270
In -3.4157 5.0570 -1.9935 0.668
O -4.2943 6.9759 -1.9028 -0.436
C -1.2251 5.3079 -1.6691 -0.282
C -0.5451 6.1857 -2.7586 -0.366
N 0.6707 5.4747 -3.2530 -0.039
P -4.5844 3.7120 -0.1126 0.658
N -6.3298 4.0196 -0.2216 -0.279
O -4.3644 2.0440 -0.4183 -0.469
H 1.8230 2.0359 -1.8571 0.053
H 0.8957 1.9479 -0.3304 0.095
H 2.2622 0.8377 -0.6558 0.083
H -0.6336 1.8656 -2.6101 0.119
H 0.8932 1.4658 -3.3895 0.102
H -0.2547 0.4075 -4.8831 0.091
H -0.3715 -0.9083 -3.7071 0.089
H -2.6318 -0.7330 -3.5388 0.100
H -2.5175 1.0175 -3.2486 0.082
H -2.8494 -0.4665 -5.9009 0.096
H -1.8887 0.9828 -5.9685 0.088
H -4.6477 0.7968 -6.3483 0.057
H -3.7211 2.2664 -6.1848 0.094
H -5.9389 1.7658 -4.7813 0.102
H -4.9692 0.7025 -3.7940 0.105
H -5.5011 3.0934 -3.0019 0.076
H -3.9412 2.4030 -2.6409 0.023
H -4.5759 4.6963 -4.5380 0.024
H -2.9878 3.8969 -4.5704 0.019
H -5.2367 6.8062 -1.8011 -0.090
H -0.7054 4.3470 -1.6223 0.004
H -1.0842 5.8168 -0.7066 0.018
H -1.2281 6.3971 -3.5918 0.079
H -0.1931 7.1208 -2.3135 0.093
H 0.3855 4.8771 -4.0209 0.048
H 1.3423 6.1416 -3.6172 0.041
H -6.5756 4.1551 -1.2014 -0.017
H -6.4447 4.9375 0.2006 -0.006
H -5.2102 1.6598 -0.6857 0.035
F 3.6671 3.2787 -1.4606 0.048
C 4.9102 2.9966 -1.9188 -0.259
C 5.1413 3.2634 -3.2527 -0.023
C 6.3816 3.0091 -3.7932 -0.095
C 7.3982 2.5126 -3.0026 -0.107
C 7.1970 2.2576 -1.6516 -0.075
C 5.9246 2.4889 -1.0839 0.007
H 4.3371 3.6566 -3.8613 0.121
H 6.5627 3.2152 -4.8402 0.104
H 8.3734 2.3355 -3.4387 0.099
H 8.0144 1.8874 -1.0487 0.084
H 5.7278 2.3109 -0.0358 0.101
F -3.0614 0.8734 5.6702 0.003
C -3.4044 0.5495 4.3943 -0.298
C -3.0133 -0.6792 3.8435 -0.014
C -3.4203 -0.9650 2.5342 -0.073
C -4.1495 -0.0349 1.8349 -0.095
C -4.5004 1.1773 2.3846 -0.085
C -4.1474 1.4763 3.6794 -0.002
H -2.4292 -1.3796 4.4268 0.112
H -3.1972 -1.9015 2.0423 0.076
H -4.4522 -0.2570 0.8205 0.097
H -5.0389 1.8401 1.7339 0.048
H -4.4263 2.4168 4.1369 0.122
F -5.9294 -0.6016 -7.2740 0.057
C -5.5162 -1.1884 -8.4095 -0.280
C -6.2216 -2.2672 -8.9070 -0.018
C -5.7937 -2.8678 -10.0826 -0.090
C -4.6657 -2.3909 -10.7377 -0.104
C -3.9667 -1.3082 -10.2199 -0.083
C -4.3950 -0.6969 -9.0503 -0.011
H -7.0932 -2.6283 -8.3772 0.116
H -6.3408 -3.7091 -10.4873 0.101
H -4.3320 -2.8640 -11.6523 0.097
H -3.0855 -0.9387 -10.7274 0.104
H -3.8688 0.1526 -8.6347 0.116
F 8.9814 2.8351 1.1388 0.056
C 9.2340 1.6204 1.6607 -0.287
C 10.5183 1.3061 2.0695 -0.026
C 10.7851 0.0745 2.6255 -0.096
C 9.7751 -0.8495 2.7731 -0.100
C 8.4837 -0.5586 2.3584 -0.059
C 8.2032 0.6958 1.7898 0.000
H 11.3031 2.0428 1.9558 0.116
H 11.7887 -0.1613 2.9546 0.105
H 9.9916 -1.8140 3.2154 0.101
H 7.7179 -1.3092 2.4814 0.081
H 7.2062 0.9656 1.4725 0.104
F -0.2149 3.4440 10.0296 0.045
C -0.0876 3.4042 8.6856 -0.292
C -0.9560 2.6237 7.9487 -0.012
C -0.8262 2.5872 6.5669 -0.066
C 0.1722 3.3231 5.9450 -0.085
C 1.0374 4.1007 6.7012 -0.088
C 0.9070 4.1473 8.0820 -0.029
H -1.7247 2.0525 8.4536 0.115
H -1.5039 1.9894 5.9791 0.079
H 0.2717 3.2929 4.8679 0.105
H 1.8151 4.6727 6.2161 0.102
H 1.5673 4.7540 8.6882 0.112
F 6.4783 -2.9873 3.0604 0.029
C 7.0216 -3.7973 4.0154 -0.270
C 7.5323 -5.0420 3.6886 -0.017
C 8.0822 -5.8299 4.6910 -0.084
C 8.1087 -5.3751 6.0014 -0.098
C 7.5909 -4.1271 6.3130 -0.082
C 7.0490 -3.3292 5.3161 -0.017
H 7.5023 -5.3849 2.6729 0.111
H 8.4908 -6.8014 4.4467 0.105
H 8.5346 -5.9947 6.7799 0.101
H 7.6078 -3.7721 7.3348 0.106
H 6.6478 -2.3492 5.5411 0.121
F 1.3948 -7.8059 -1.5744 0.049
C 2.4147 -7.0128 -1.1985 -0.293
C 3.4253 -6.7471 -2.1019 -0.020
C 4.4706 -5.9208 -1.7194 -0.085
C 4.4930 -5.3805 -0.4421 -0.093
C 3.4669 -5.6654 0.4501 -0.079
C 2.4217 -6.4808 0.0730 -0.020
H 3.3885 -7.1817 -3.0925 0.116
H 5.2648 -5.6966 -2.4193 0.104
H 5.3091 -4.7353 -0.1422 0.099
H 3.4797 -5.2491 1.4407 0.103
H 1.6107 -6.6989 0.7556 0.119
F -8.7884 -2.8070 6.3344 0.050
C -7.8486 -1.9548 6.7922 -0.290
C -6.7268 -1.7114 6.0238 -0.004
C -5.7645 -0.8306 6.4963 -0.063
C -5.9305 -0.2141 7.7298 -0.087
C -7.0625 -0.4740 8.4907 -0.089
C -8.0332 -1.3469 8.0188 -0.028
H -6.6116 -2.2064 5.0681 0.120
H -4.8852 -0.6250 5.9023 0.075
H -5.1757 0.4698 8.0961 0.100
H -7.1907 0.0033 9.4535 0.101
H -8.9265 -1.5563 8.5928 0.112
F -3.7222 -4.3758 1.2342 0.050
C -2.7605 -4.4558 0.2919 -0.284
C -2.3701 -3.3073 -0.3731 -0.004
C -1.3781 -3.4053 -1.3397 -0.062
C -0.8142 -4.6302 -1.6442 -0.092
C -1.2195 -5.7688 -0.9716 -0.093
C -2.1913 -5.6864 0.0145 -0.020
H -2.8439 -2.3632 -0.1363 0.106
H -1.0564 -2.5245 -1.8665 0.094
H -0.0524 -4.6971 -2.4110 0.104
H -0.7728 -6.7232 -1.2161 0.090
H -2.5137 -6.5639 0.5608 0.114
```